[1]
Entry from the OMol25 dataset: a gas-phase ion, C5H10NO (charge -1) (ωB97M-V/def2-TZVPD).

XYZ file:
```
17
Properties=species:S:1:pos:R:3:forces:R:3
C 1.217659 -0.324571 -1.694541 0.25 0.74 2.67
O 2.419578 -0.030363 -1.013262 -1.83 -1.52 -1.27
C -0.011549 0.486867 -0.881382 2.59 -0.57 0.60
C 0.008374 0.059933 0.662962 2.20 -0.33 -1.66
C -0.840663 -1.068753 0.953317 -5.53 -2.49 2.97
C -1.698325 -1.011602 2.083532 1.85 -0.99 -3.51
N 0.601746 1.789445 -0.922873 -2.75 4.87 1.96
H 0.778240 -1.352533 -1.784838 0.83 -0.30 0.48
H 1.254022 0.012616 -2.721807 -0.34 0.61 -0.60
H -1.015991 0.343160 -1.388532 1.01 0.65 0.59
H 1.108575 -0.259066 0.816768 -1.23 0.75 -0.42
H -0.210308 0.921231 1.346613 0.05 -0.72 -0.66
H -1.158570 -2.025070 0.269531 1.59 2.61 1.29
H -1.742316 -0.240570 2.784192 0.70 1.70 0.81
H -2.508539 -1.663714 2.317236 -0.21 -1.19 -0.40
H 0.208664 2.513298 -0.125373 0.66 -2.33 -2.48
H 1.589402 1.849692 -0.701542 0.16 -1.48 -0.37
```
Positions in Å, forces in eV/Å.

Energy above the lowest of the compared OMol25 structures with the same formula, charge and spin ... 219.1 kJ/mol
SMILES ... C=CC[C@@H](N)C[O-]
Multiplicity ... 1
Total charge ... -1
Energy ... -8881.84716 eV



[2]
Entry from the OMol25 dataset: a molecular structure, C12H21N6O5RuS (ωB97M-V/def2-TZVPD).

XYZ file:
```
46
Properties=species:S:1:pos:R:3:forces:R:3
Ru -0.013370 0.045577 0.413617 -0.22 -0.19 0.00
C -2.535870 -2.894867 0.256003 -0.02 0.05 0.04
C -1.254771 -2.762848 -0.475359 0.03 -0.10 -0.02
N -0.338023 -1.787431 -0.413695 0.02 -0.14 -0.06
C 0.683983 -2.125739 -1.295967 -0.05 0.00 -0.09
C 0.389927 -3.311378 -1.883643 -0.01 0.01 0.05
N -0.816783 -3.676979 -1.353393 0.04 0.05 0.09
C 1.019486 -4.244740 -2.886749 0.17 0.02 -0.15
O 2.158772 -3.882912 -3.441816 -0.14 -0.04 0.12
O 0.433894 -5.258767 -3.120250 -0.05 0.02 0.03
C 1.771145 -1.165270 -1.453601 0.25 0.13 0.13
O 2.714175 -1.243522 -2.171402 -0.12 -0.04 0.03
O 1.560730 -0.088978 -0.608680 -0.10 -0.11 -0.35
H -2.818770 -1.957341 0.725172 -0.01 -0.02 -0.02
H -2.450980 -3.663213 1.026809 0.00 0.00 0.00
H -3.325924 -3.197531 -0.431014 0.00 -0.01 0.01
H -1.266043 -4.552129 -1.616548 -0.01 0.01 -0.01
H 2.501259 -3.031016 -3.120387 0.07 0.07 -0.03
C 0.624023 5.016698 0.650977 -0.09 -0.09 0.04
N 0.385251 3.606560 0.254138 0.10 -0.09 0.06
C 1.350078 2.615176 0.745968 -0.03 -0.12 -0.04
C -0.631495 3.113173 -0.429406 -0.12 0.16 -0.09
O -0.910093 1.909610 -0.534027 0.18 0.12 -0.01
N -1.528247 4.016902 -1.150105 -0.07 -0.12 0.11
C -1.143683 5.253117 -1.795431 0.09 -0.13 -0.05
C -2.875928 3.561307 -1.422348 0.10 0.11 0.11
H 1.183652 4.994027 1.580767 -0.05 0.03 0.04
H -0.317844 5.525658 0.839379 0.03 0.04 -0.07
H 1.223963 5.533544 -0.095101 0.06 0.01 0.06
H 2.015436 3.072545 1.471111 -0.01 0.03 -0.02
H 1.927436 2.192684 -0.075191 0.01 0.03 0.02
H 0.824089 1.802138 1.300676 0.11 0.32 0.18
H -0.218777 5.668425 -1.424002 -0.05 -0.05 -0.07
H -1.972981 5.959123 -1.707623 0.02 0.04 -0.01
H -1.032770 5.017009 -2.865023 -0.01 0.05 -0.03
H -2.982101 2.505797 -1.214504 -0.01 -0.03 0.00
H -3.126188 3.810753 -2.455237 -0.03 -0.03 0.00
H -3.544545 4.149927 -0.776165 -0.04 -0.02 -0.01
N -1.501756 -0.595916 4.747224 0.06 -0.01 -0.02
C -0.758387 -0.652507 3.663254 -0.12 0.03 0.07
N 0.451279 -1.175601 3.697580 -0.01 -0.05 -0.02
S -1.499824 0.016250 2.212918 0.02 0.04 -0.01
H -1.186313 -0.963037 5.636574 -0.01 0.00 0.00
H -2.426397 -0.191233 4.722572 0.00 0.01 0.00
H 0.835271 -1.566462 4.549267 0.00 0.01 0.00
H 1.001614 -1.287183 2.864057 0.02 0.02 -0.02
```
Positions in Å, forces in eV/Å.

<S²> ... 6.023
Energy above the lowest of the compared OMol25 structures with the same formula, charge and spin ... 76.2 kJ/mol
Multiplicity ... 5
Total charge ... +3
Energy ... -45352.29970 eV



- Which value of total charge does entry 2 give?
  +3



- Which of these has the lowest multiplicity?
  C5H10NO



- multiplicity of number 2 (C12H21N6O5RuS)?
  5